# 1
A molecular structure, C5H5BrS2. Source: the Open Molecules 2025 dataset; level of theory: ωB97M-V/def2-TZVPD.

Last column: natural (NBO) charge in e.
Positions of all 13 atoms, in Å:
C  -0.1708  0.3402  0.2665  -0.072
C  -1.4692  0.3605  -0.0198  -0.255
C  0.8829  -0.5302  0.7829  -0.527
C  0.1360  1.6789  -0.4959  -0.503
C  0.5360  -1.7632  0.0104  -0.195
S  -1.5648  1.6329  -1.2092  0.271
S  1.0969  -2.1201  -1.5258  -0.003
Br  -2.8811  -0.6840  0.6252  0.100
H  1.8500  -0.0209  0.5454  0.262
H  0.6249  -0.7767  1.8274  0.245
H  0.0776  2.6346  0.0876  0.236
H  0.9879  1.7690  -1.2275  0.235
H  -0.1063  -2.5211  0.3329  0.206

Calculated values
E_tot ... -96976.1237 eV
Relative energy (zero: lowest compared OMol25 entry of this formula, charge and spin) ... 46.11 kcal/mol
Multiplicity ... 1

---

# 2
A molecular structure, C20H19F3O4S3. Source: the Open Molecules 2025 dataset; level of theory: ωB97M-V/def2-TZVPD.

Last column: natural (NBO) charge in e.
Positions of all 49 atoms, in Å:
O  1.9289  2.1495  2.8529  -0.871
S  1.0322  1.7921  1.8196  2.556
O  1.2085  2.3154  0.5061  -0.918
O  0.8575  0.2122  1.8313  -0.691
C  -0.4733  -0.1347  1.3597  -0.059
S  -0.3581  -0.8471  -0.3057  -0.028
C  -1.2337  1.2109  1.3605  -0.130
S  -2.9575  1.0718  1.7825  0.045
O  -0.4924  2.0526  2.2382  -0.673
H  -0.8887  -0.8513  2.0547  0.220
H  0.8620  -1.3564  -0.1449  0.172
H  -1.2137  1.5616  0.3317  0.231
H  -3.5081  1.7135  0.7497  0.145
F  3.0179  -1.2035  -0.4243  -0.338
C  4.0955  -1.4756  0.3508  0.383
C  4.9214  -0.4365  0.7262  -0.243
C  6.0198  -0.7202  1.5239  -0.201
C  6.2758  -2.0238  1.9253  -0.228
C  5.4285  -3.0498  1.5315  -0.188
C  4.3233  -2.7791  0.7384  -0.288
H  4.7038  0.5723  0.4022  0.222
H  6.6752  0.0818  1.8343  0.220
H  7.1346  -2.2392  2.5462  0.218
H  5.6272  -4.0667  1.8415  0.218
H  3.6468  -3.5622  0.4230  0.229
F  2.2178  1.5882  -6.1924  -0.329
C  2.4264  1.6219  -4.8584  0.396
C  3.6687  1.2769  -4.3689  -0.290
C  3.8746  1.3177  -2.9975  -0.195
C  2.8475  1.6915  -2.1421  -0.220
C  1.6061  2.0295  -2.6588  -0.188
C  1.3902  2.0006  -4.0299  -0.290
H  4.4539  0.9833  -5.0526  0.227
H  4.8446  1.0536  -2.5958  0.213
H  3.0101  1.7202  -1.0776  0.221
H  0.8055  2.3186  -1.9944  0.224
H  0.4328  2.2673  -4.4574  0.225
F  -6.1136  1.1734  2.3623  -0.330
C  -6.7352  0.1690  1.7038  0.397
C  -6.0564  -0.4906  0.7013  -0.291
C  -6.6980  -1.5167  0.0240  -0.187
C  -7.9993  -1.8655  0.3566  -0.229
C  -8.6607  -1.1859  1.3704  -0.187
C  -8.0278  -0.1593  2.0558  -0.284
H  -5.0461  -0.1979  0.4531  0.225
H  -6.1782  -2.0451  -0.7635  0.219
H  -8.4972  -2.6656  -0.1737  0.218
H  -9.6759  -1.4536  1.6293  0.218
H  -8.5230  0.3811  2.8511  0.231

Calculated values
E_tot ... -69894.9891 eV
Multiplicity ... 1

---

# 3
A gas-phase ion, C2H8N3S (charge +1). Source: the Open Molecules 2025 dataset; level of theory: ωB97M-V/def2-TZVPD.

Last column: natural (NBO) charge in e.
Positions of all 14 atoms, in Å:
C  -0.2994  0.1557  0.6312  -0.040
C  0.8041  0.1508  -0.4164  -0.265
N  -2.3808  -0.4393  -0.6046  -0.634
N  -1.6792  0.2725  0.4417  -0.427
N  2.1423  0.6093  -0.0559  -0.696
S  0.4727  -1.5792  -0.0160  0.004
H  -0.0839  0.4655  1.7687  0.269
H  0.4889  0.3024  -1.4464  0.265
H  -2.7182  -1.3836  -0.3408  0.369
H  -1.7323  -0.5630  -1.3627  0.349
H  -2.2651  0.0259  1.2256  0.402
H  2.4372  -0.0088  0.8146  0.477
H  2.0266  1.5489  0.2481  0.449
H  2.7872  0.4428  -0.8870  0.478

Calculated values
Net charge ... +1
E_tot ... -17499.6290 eV
Relative energy (zero: lowest compared OMol25 entry of this formula, charge and spin) ... 64.06 kcal/mol
SMILES ... NN[C@H]1S[C@@H]1[NH3+]
Multiplicity ... 1

---

Number 1: largest force on an atom 4.77 eV/A. Number 2: largest force on an atom 1.36 eV/A. Number 3: largest force on an atom 3.52 eV/A.